1.
The following is a DFT calculation (ωB97M-V/def2-TZVPD) of a cluster of 2 separate species, CH3IO2 in total.

```
7
Properties=species:S:1:pos:R:3:forces:R:3:nbo_charge:R:1
C 0.24277 0.01148 -0.07202 1.54 2.35 -1.77 0.284
O -0.90185 -0.60293 -0.31735 0.97 0.17 0.34 -0.637
O 0.42007 1.38386 -1.40967 0.30 -2.12 2.13 -0.870
I -1.28912 1.99613 -2.08610 -0.08 -0.04 0.11 0.390
H 0.50016 0.59917 0.79083 -1.64 1.13 0.59 0.163
H 1.20211 -0.45376 -0.15076 0.02 -1.42 -1.48 0.181
H -1.51374 0.14353 -0.36064 -1.11 -0.06 0.07 0.490
```
Positions in Å, forces in eV/Å.

The highest occupied orbital energy is -8.90 eV. As for the relative energy (zero: lowest compared OMol25 entry of this formula, charge and spin): 74.3 kcal/mol. Its multiplicity is 1. Its gap between HOMO and LUMO is 8.66 eV. As for the charge: 0.

2.
The following is a DFT calculation (ωB97M-V/def2-TZVPD) of a structure of composition C5H6O.

```
12
Properties=species:S:1:pos:R:3:forces:R:3:nbo_charge:R:1
C 0.58967 1.66166 0.05459 0.14 0.12 -0.26 -0.585
C 0.35474 0.27291 -0.13312 -0.13 0.04 0.24 -0.004
C -0.26614 -0.16488 1.05945 0.20 -0.08 -0.05 -0.149
O -0.99333 -1.34731 0.74736 -0.07 -0.02 -0.06 -0.437
C -0.64617 -1.64117 -0.51905 0.05 -0.05 -0.12 0.185
C 0.24007 -0.77785 -1.09399 -0.09 -0.03 0.02 -0.357
H 1.46880 2.16737 -0.35012 -0.11 -0.08 0.04 0.207
H -0.22498 1.20808 1.34856 -0.05 0.01 -0.02 0.242
H -0.29868 2.28702 0.02847 0.08 -0.13 0.12 0.232
H 0.36206 -0.36330 1.92771 -0.06 0.10 -0.09 0.226
H -1.16416 -2.49061 -0.94945 0.10 0.13 0.03 0.203
H 0.57815 -0.81190 -2.12041 -0.06 -0.01 0.15 0.237
```
Positions in Å, forces in eV/Å.

The highest occupied orbital energy is -8.40 eV. As for the relative energy (zero: lowest compared OMol25 entry of this formula, charge and spin): 99.8 kcal/mol. Its multiplicity is 1. Its gap between HOMO and LUMO is 9.07 eV. As for the charge: 0.

no.,LUMO level (Eh),electronic energy (eV)
1,-0.0087,-13278.0234
2,0.0246,-7324.9558